[1]
108
Properties=species:S:1:pos:R:3:lowdin_charge:R:1 method="wB97M-V/def2-TZVPD" total_charge=-2 spin_multiplicity=2 energy_ev=-197128.7889
As 0.75411 -0.48444 0.05408 0.829
F 2.42101 -0.11727 -0.34650 -0.333
F 0.67576 -1.64384 -1.25083 -0.316
F -0.95020 -0.79541 0.59871 -0.357
F 0.93621 0.71683 1.49051 -0.397
F 0.26618 0.81598 -0.97271 -0.317
F 1.38962 -1.80608 1.15271 -0.371
C 2.59211 3.85711 1.59900 -0.222
C 1.73340 4.65652 0.65672 -0.219
C 2.45048 6.03075 0.33396 -0.204
S 3.70577 6.22811 1.64863 0.746
O 3.60378 7.45110 2.42741 -0.378
O 4.90286 5.73936 0.83532 -0.411
C 3.12640 4.76884 2.76675 -0.148
H 3.42418 3.52700 0.97706 0.118
H 1.91926 3.12235 2.04114 0.103
H 0.73113 4.88455 1.01942 0.089
H 1.49196 4.02429 -0.19774 0.114
H 1.84862 6.87454 0.67141 0.073
H 2.81538 6.24536 -0.67047 0.097
H 2.42922 5.24766 3.45434 0.087
H 3.98957 4.44760 3.34971 0.089
C -2.34777 -1.02352 5.59758 -0.231
C -1.03204 -0.84131 4.79310 -0.223
C -1.09841 0.34227 3.93875 -0.266
S -2.16795 1.45780 4.76605 0.712
O -3.34121 1.86344 3.95833 -0.356
O -1.43351 2.34471 5.62746 -0.355
C -2.83602 0.31050 6.05344 -0.239
H -2.27765 -1.76814 6.39050 0.107
H -3.18796 -1.48470 5.07845 0.111
H -0.86471 -1.70368 4.14779 0.115
H -0.08567 -0.83123 5.33382 0.117
H -1.65226 0.06292 3.04247 0.102
H -0.13850 0.70201 3.56829 0.104
H -3.90067 0.40023 6.26928 0.097
H -2.40303 0.45724 7.04293 0.092
C 4.20148 -2.71825 0.38753 -0.236
C 4.58699 -4.15865 0.64461 -0.263
C 5.85383 -4.20658 1.43315 -0.238
S 6.85363 -2.77014 0.85948 0.746
O 7.56495 -3.26444 -0.38026 -0.413
O 7.52879 -1.96993 1.89333 -0.373
C 5.43096 -1.76978 0.19569 -0.182
H 3.64958 -2.37202 1.26140 0.093
H 3.60334 -2.61879 -0.51825 0.099
H 4.72525 -4.51672 -0.37557 0.111
H 3.76476 -4.66648 1.14874 0.112
H 6.40818 -5.14378 1.48274 0.101
H 5.61631 -3.86082 2.43919 0.096
H 5.66399 -1.26469 -0.74169 0.099
H 5.32262 -1.02818 0.98715 0.086
C 1.91871 -3.27973 -4.46710 -0.208
C 1.94097 -1.75372 -4.15271 -0.214
C 2.56701 -0.96317 -5.35744 -0.220
S 1.86389 -1.83960 -6.75780 0.692
O 2.96143 -2.01201 -7.75993 -0.396
O 0.68884 -1.22242 -7.30630 -0.354
C 1.27811 -3.46504 -5.91894 -0.168
H 1.49318 -4.06953 -3.84803 0.098
H 2.96563 -3.58297 -4.47693 0.097
H 2.52952 -1.54251 -3.25990 0.100
H 0.93608 -1.36641 -3.98450 0.090
H 3.65174 -1.07017 -5.35427 0.097
H 2.36571 0.10798 -5.37258 0.106
H 1.50370 -4.37573 -6.47378 0.085
H 0.19970 -3.36700 -5.79429 0.082
C -0.38326 -4.09431 0.81817 -0.229
C -1.46522 -3.98567 -0.31460 -0.239
C -2.85210 -3.80096 0.23045 -0.230
S -2.74703 -4.80009 1.70629 0.704
O -3.51960 -6.04049 1.44644 -0.391
O -3.01162 -4.01853 2.91983 -0.360
C -0.98614 -5.24053 1.54322 -0.260
H -0.34789 -3.20765 1.45117 0.087
H 0.64239 -4.25915 0.48805 0.109
H -1.43343 -4.85795 -0.96744 0.112
H -1.18982 -3.04178 -0.78506 0.083
H -3.53524 -4.40706 -0.36459 0.094
H -3.18363 -2.78828 0.45991 0.109
H -1.08467 -6.07451 0.84833 0.094
H -0.64924 -5.39729 2.56793 0.102
C -6.95607 4.70546 -1.82741 -0.091
C -6.70299 3.45645 -1.08600 -0.282
O -5.82454 2.57984 -1.80528 -0.187
P -4.22227 2.73819 -1.99450 0.507
O -3.76808 4.00004 -2.70523 -0.283
O -3.56603 2.63615 -0.51955 -0.199
C -3.25161 3.72221 0.23889 -0.290
C -1.79535 3.42107 0.82136 -0.018
O -3.81799 1.30253 -2.60926 -0.181
C -2.40273 1.19392 -2.91123 -0.238
C -2.25670 0.03457 -3.95600 -0.058
H -7.54036 5.28389 -1.11178 0.078
H -6.07360 5.33782 -1.92475 0.077
H -7.45866 4.48041 -2.76808 0.085
H -6.17853 3.76869 -0.18292 0.104
H -7.56353 2.91120 -0.69836 0.123
H -3.49238 4.56531 -0.40865 0.097
H -4.04242 3.78164 0.98668 0.101
H -1.54456 2.36278 0.74898 0.066
H -1.17819 3.77791 -0.00319 0.058
H -1.55231 3.86386 1.78726 0.069
H -1.94239 2.09298 -3.32097 0.109
H -1.83267 0.95717 -2.01285 0.093
H -2.59318 -0.89164 -3.49014 0.066
H -2.65244 0.04715 -4.97154 0.069
H -1.17211 -0.06307 -4.00323 0.055

[2]
270
Properties=species:S:1:pos:R:3:lowdin_charge:R:1 method="wB97M-V/def2-TZVPD" spin_multiplicity=1 de_lowest_ev=0.396
C 10.58848 2.02538 2.34140 -0.110
O 9.21189 2.14111 2.06583 -0.191
C 8.71391 0.93793 1.49445 -0.208
C 7.19861 1.07368 1.45229 -0.230
N 6.84155 2.22981 0.69886 -0.025
C 5.40195 2.63464 0.84094 -0.162
C 5.14114 3.91017 0.10666 -0.239
O 5.44449 5.03688 0.89777 -0.210
C 5.41195 6.25062 0.18543 -0.119
H 11.12994 2.00585 1.43742 0.069
H 10.77252 1.13687 2.96562 0.091
H 10.95772 2.89752 2.91104 0.096
H 8.89232 0.16696 2.25241 0.125
H 9.02980 0.71970 0.47251 0.126
H 6.78828 1.14539 2.49031 0.131
H 6.68910 0.23363 0.98905 0.090
H 7.42867 2.96626 0.97785 0.083
H 5.03716 2.85941 1.84167 0.093
H 4.84754 1.75284 0.53042 0.100
H 4.07494 4.06999 -0.20382 0.114
H 5.70519 4.01191 -0.84493 0.129
H 6.04247 6.27202 -0.71258 0.086
H 5.73970 7.02452 0.85001 0.077
H 4.30912 6.48847 -0.14121 0.112
C 0.82112 5.97042 0.95403 -0.126
O 1.08253 6.03891 2.31164 -0.189
C 2.46662 6.32225 2.54101 -0.228
C 2.77616 6.19744 4.00812 -0.199
N 2.51850 4.85606 4.52612 -0.048
C 3.50340 3.87486 4.18055 -0.209
C 2.95539 2.42692 4.18208 -0.180
O 1.72673 2.31346 3.47378 -0.231
C 1.76315 2.56765 2.06283 -0.058
H -0.21384 5.68997 0.82933 0.086
H 1.49302 5.36981 0.38520 0.061
H 0.95454 6.96886 0.50713 0.097
H 2.77037 7.31968 2.17837 0.130
H 3.07922 5.63827 1.95887 0.086
H 2.10307 6.89209 4.52629 0.120
H 3.82825 6.56699 4.13749 0.136
H 1.53408 4.72886 4.21304 0.119
H 4.27915 3.87237 4.92704 0.115
H 3.96614 4.02787 3.17718 0.088
H 2.80705 1.93218 5.13102 0.118
H 3.62182 1.74665 3.61028 0.105
H 2.02886 1.70173 1.45878 0.072
H 2.52876 3.32828 1.84423 0.076
H 0.82701 2.99085 1.78667 0.065
C -2.67672 6.29597 3.42549 -0.024
O -2.64427 4.84341 3.70717 -0.176
C -1.80688 4.17477 2.84606 -0.282
C -1.71110 2.78170 3.38607 -0.171
N -3.04811 2.07716 3.32770 -0.044
C -2.99404 0.69982 3.84045 -0.211
C -4.41921 0.28396 4.02247 -0.235
O -4.82892 0.88748 5.24792 -0.204
C -6.22131 0.68802 5.49361 -0.095
H -1.68015 6.74804 3.32725 0.099
H -3.27995 6.67162 4.23702 0.081
H -3.34579 6.39864 2.59890 0.033
H -0.82334 4.58942 2.89447 0.091
H -2.16263 4.19095 1.81439 0.114
H -1.22077 2.78704 4.39268 0.133
H -0.95953 2.19880 2.80978 0.101
H -3.74247 2.55632 3.93113 0.124
H -2.40619 0.62542 4.75264 0.108
H -2.46961 0.07490 3.08889 0.107
H -4.49080 -0.80727 4.12622 0.111
H -5.06792 0.62226 3.14537 0.131
H -6.36680 1.16916 6.43605 0.075
H -6.43073 -0.38306 5.50195 0.082
H -6.82566 1.22116 4.68336 0.106
C -2.17763 -2.44847 -4.10028 -0.048
O -1.39932 -2.55412 -5.32394 -0.253
C -1.08170 -3.85342 -5.72726 -0.218
C -0.03343 -4.44474 -4.77551 -0.204
N 1.27425 -3.87759 -4.87981 -0.078
C 2.04266 -4.29085 -5.99672 -0.211
C 3.20778 -5.15262 -5.45548 -0.235
O 3.98379 -5.55330 -6.56647 -0.173
C 5.16009 -6.16068 -6.07822 -0.121
H -2.70624 -1.51082 -4.18283 0.082
H -1.47382 -2.41280 -3.29193 0.055
H -2.77317 -3.36940 -4.07246 0.100
H -0.76868 -3.73830 -6.77736 0.128
H -2.01971 -4.48051 -5.67341 0.134
H -0.00364 -5.54842 -4.84558 0.135
H -0.41872 -4.23258 -3.76420 0.100
H 1.16879 -2.87739 -4.79685 0.091
H 2.50318 -3.48711 -6.59712 0.128
H 1.44173 -4.92698 -6.71511 0.138
H 2.71015 -5.98562 -4.90832 0.136
H 3.75058 -4.52835 -4.77338 0.106
H 4.96023 -7.12404 -5.60328 0.089
H 5.64644 -5.53863 -5.33720 0.075
H 5.86964 -6.25370 -6.90617 0.092
C 8.26795 -2.01153 -0.75481 -0.088
O 7.09524 -1.22371 -0.95437 -0.176
C 5.98202 -1.89889 -0.46369 -0.305
C 5.45527 -2.92716 -1.33403 -0.149
N 4.54518 -3.75169 -0.43691 -0.028
C 5.21863 -4.94568 0.01324 -0.199
C 4.35892 -5.80773 0.90747 -0.203
O 4.25265 -5.23390 2.20225 -0.223
C 3.45885 -5.93403 3.09761 -0.101
H 9.04246 -1.46150 -1.30380 0.096
H 8.19420 -3.03951 -1.10583 0.083
H 8.55806 -2.01739 0.28066 0.080
H 5.26550 -1.15353 -0.15664 0.080
H 6.24015 -2.39668 0.52326 0.123
H 6.16401 -3.49505 -1.84106 0.092
H 4.84703 -2.41656 -2.10322 0.125
H 3.70980 -4.01614 -0.87625 0.048
H 6.14893 -4.70680 0.54258 0.132
H 5.38377 -5.61055 -0.87811 0.136
H 4.76483 -6.82449 0.98182 0.128
H 3.34912 -5.91402 0.52398 0.112
H 2.41239 -5.94298 2.74840 0.077
H 3.57117 -5.51895 4.09064 0.096
H 3.78603 -6.99695 3.12021 0.098
C -7.16651 -2.00227 -3.35813 -0.094
O -6.91444 -1.11581 -4.46373 -0.202
C -5.47710 -1.09274 -4.73452 -0.196
C -5.00100 0.20964 -5.30106 -0.173
N -5.61331 1.35295 -4.57106 -0.052
C -5.51942 2.62630 -5.32965 -0.170
C -4.25544 3.40564 -4.93232 -0.230
O -3.22854 2.46424 -5.15758 -0.212
C -2.11113 2.81984 -4.33184 -0.090
H -8.26012 -2.06418 -3.17997 0.095
H -6.69161 -1.55788 -2.51370 0.062
H -6.83810 -3.01447 -3.50287 0.079
H -5.24447 -1.96716 -5.27701 0.111
H -5.07169 -1.24571 -3.74320 0.081
H -5.15997 0.22938 -6.39273 0.124
H -3.93314 0.39090 -5.20764 0.103
H -6.61739 1.18877 -4.48942 0.113
H -6.37867 3.27936 -5.01627 0.134
H -5.50726 2.50246 -6.40169 0.108
H -4.26403 3.66524 -3.87082 0.099
H -4.12137 4.32466 -5.53236 0.131
H -1.83443 3.88809 -4.51687 0.098
H -1.24030 2.15065 -4.59215 0.088
H -2.42185 2.67957 -3.28563 0.065
C -0.60344 7.80953 -2.06653 -0.128
O -0.56574 6.42946 -2.08663 -0.211
C 0.37327 5.80031 -2.92908 -0.196
C 0.24886 4.31003 -2.47822 -0.210
N 1.09502 3.26521 -2.99957 -0.044
C 2.52768 3.69720 -3.15164 -0.132
C 3.32984 2.35400 -3.13778 -0.194
O 3.32055 1.55147 -1.96714 -0.226
C 4.21237 0.48558 -2.09366 -0.117
H -0.95609 8.23353 -2.99414 0.084
H 0.34216 8.31371 -1.81283 0.091
H -1.29257 8.13894 -1.32329 0.068
H 1.40107 6.10720 -2.64072 0.115
H 0.29429 5.99038 -3.97958 0.115
H -0.81019 4.00037 -2.52387 0.089
H 0.45573 4.39398 -1.38872 0.106
H 0.84072 2.90126 -3.90381 0.056
H 2.80720 4.36683 -2.33731 0.097
H 2.66913 4.19641 -4.12717 0.129
H 4.34125 2.52972 -3.40554 0.107
H 2.83693 1.72047 -3.88947 0.093
H 4.11036 -0.12601 -1.18923 0.066
H 5.25176 0.80044 -2.17511 0.101
H 3.97346 -0.12971 -2.96710 0.096
C -3.43741 -3.05980 2.60865 -0.104
O -4.79609 -3.12463 2.21035 -0.206
C -5.50110 -4.34480 2.57038 -0.204
C -6.92028 -4.25522 2.22268 -0.224
N -7.41725 -2.99834 2.67796 -0.065
C -8.76442 -2.60900 2.37363 -0.218
C -9.76080 -3.25372 3.32562 -0.215
O -9.89881 -4.66407 2.98335 -0.189
C -10.74989 -5.22447 3.97298 -0.132
H -3.31757 -3.40641 3.62610 0.072
H -3.14254 -1.99653 2.41715 0.096
H -2.73461 -3.68376 2.07074 0.047
H -5.36732 -4.47845 3.64103 0.113
H -4.93660 -5.20950 2.08649 0.137
H -7.61027 -4.95373 2.68831 0.120
H -7.01065 -4.30110 1.14302 0.123
H -6.76783 -2.30591 2.37672 0.090
H -9.10166 -2.75933 1.35841 0.112
H -8.81655 -1.50569 2.50983 0.130
H -10.71310 -2.71322 3.20002 0.121
H -9.34727 -3.08401 4.34490 0.130
H -11.72745 -4.74764 4.03447 0.083
H -10.29971 -5.28672 4.98712 0.097
H -10.98060 -6.23444 3.68971 0.074
C -0.94326 -5.34094 4.34344 -0.561
O -0.01537 -5.20804 3.50524 -0.038
N -2.09001 -6.10983 4.09258 0.166
N -0.87983 -4.73361 5.59544 0.164
H -2.89922 -6.01208 4.66807 0.088
H -2.21052 -6.36278 3.15526 0.075
H -1.81496 -4.49614 5.87988 0.088
H -0.15349 -4.00210 5.72398 0.071
C 0.50445 -1.51645 4.71603 -0.642
O 0.40527 -2.23384 5.73781 -0.039
N 0.78307 -1.99693 3.51553 0.192
N 0.21749 -0.16555 4.75619 0.174
H 0.59813 -1.42567 2.65276 0.088
H 0.94144 -2.98790 3.37663 0.089
H 0.61419 0.46026 4.02882 0.087
H 0.13339 0.21454 5.66897 0.094
C 0.86771 0.41975 -5.40691 -0.588
O 1.33708 1.53533 -5.55335 0.012
N 0.58851 -0.05311 -4.07634 0.174
N 0.72638 -0.57679 -6.39481 0.151
H 0.79403 0.54118 -3.28424 0.064
H 0.24851 -0.97827 -3.90025 0.053
H 0.90851 -0.34697 -7.36144 0.101
H -0.07268 -1.20474 -6.15663 0.078
C -3.16332 -2.92371 -0.98348 -0.652
O -4.02577 -2.45828 -1.70764 0.011
N -2.14769 -2.13476 -0.41457 0.190
N -3.00297 -4.24604 -0.68784 0.167
H -1.51449 -2.69630 0.09656 0.021
H -2.23369 -1.14993 -0.28410 0.073
H -2.35397 -4.53886 0.06197 0.087
H -3.70163 -4.87907 -1.03757 0.104
C -3.76511 5.87126 -0.13039 -0.618
O -3.22810 6.98801 0.09559 -0.022
N -3.50371 5.12710 -1.24265 0.184
N -4.71722 5.30648 0.72365 0.166
H -3.81432 4.16276 -1.14179 0.068
H -2.80426 5.50633 -1.86252 0.089
H -5.01201 5.87586 1.49068 0.091
H -5.14887 4.43500 0.51229 0.056
C 0.20687 0.30521 0.28139 -0.597
O -0.29488 -0.34676 1.23048 -0.029
N -0.44790 1.36421 -0.36125 0.208
N 1.41807 -0.03300 -0.28184 0.169
H -0.03608 1.47984 -1.26690 0.059
H -1.35908 1.74147 -0.26566 0.056
H 1.93056 -0.77979 0.20272 0.059
H 1.96800 0.69465 -0.70420 0.060
C -4.59069 1.85403 0.10042 -0.208
C -4.55485 1.01799 -1.12120 -0.238
O -4.12556 1.88301 -2.15367 -0.112
O -3.24112 2.34083 0.36503 -0.099
H -4.87038 1.29488 0.97020 0.100
H -5.36192 2.60653 -0.09201 0.108
H -5.56826 0.67634 -1.25513 0.119
H -3.91253 0.15352 -1.06943 0.096
H -4.63366 1.73012 -3.01413 0.068
H -3.15442 2.30591 1.31996 0.024
C 3.74283 -0.95719 2.23291 -0.259
C 4.42437 -1.82102 3.24640 -0.216
O 5.52347 -2.55956 2.68203 -0.076
O 3.12528 -1.71455 1.24533 -0.091
H 4.51434 -0.26254 1.80368 0.108
H 2.97365 -0.37652 2.80292 0.116
H 3.64059 -2.46764 3.62974 0.114
H 4.78660 -1.24320 4.06122 0.113
H 5.09512 -3.37690 2.33153 0.053
H 3.54507 -2.55651 1.07231 0.051
C 0.93342 -3.44177 -1.04952 -0.157
C 0.76854 -4.34817 0.21293 -0.236
O -0.32528 -4.00961 0.99982 -0.122
O 1.95915 -4.12284 -1.82052 -0.091
H 1.27049 -2.40966 -0.83952 0.100
H -0.06744 -3.51238 -1.54807 0.102
H 1.63909 -4.32943 0.88250 0.107
H 0.72785 -5.35269 -0.16043 0.114
H -0.23759 -4.47586 1.88685 0.063
H 1.99191 -3.80714 -2.69913 0.024

[3]
27
Properties=species:S:1:pos:R:3:lowdin_charge:R:1 method="wB97M-V/def2-TZVPD" smiles=Cc1ccc(O)cc1.CCC spin_multiplicity=1 de_lowest_ev=1.768
C 0.30099 -0.56960 -2.67699 -0.061
C 0.19578 -1.19507 -1.31793 -0.265
C 0.39834 -0.54950 -0.10014 -0.029
C 0.38776 -1.35234 1.07352 -0.019
C 0.00240 -2.66184 1.04337 -0.315
O 0.21178 -3.51780 2.11499 0.033
C -0.22459 -3.33020 -0.16653 -0.004
C -0.05860 -2.58300 -1.31281 -0.047
H 0.01826 0.47072 -2.87113 0.073
H -0.32359 -1.17411 -3.33137 0.066
H 1.31179 -0.63072 -3.09903 0.084
H 0.62864 0.48963 0.00374 0.058
H 0.85345 -0.84056 1.90823 0.110
H 0.15221 -3.03362 2.93078 0.089
H -0.35116 -4.39614 -0.13556 0.115
H -0.27031 -3.00768 -2.28906 0.108
C -0.41221 2.94768 -0.49182 -0.119
C -0.92361 2.32477 0.84295 -0.288
C 0.30252 2.16996 1.82537 -0.129
H -0.43461 4.00760 -0.19500 0.068
H 0.61307 2.70633 -0.70985 0.060
H -1.12967 2.96434 -1.29409 0.060
H -1.30324 1.35202 0.54333 0.073
H -1.58411 2.91380 1.46669 0.093
H -0.04623 1.48401 2.59817 0.065
H 0.45971 3.14086 2.29611 0.067
H 1.22522 1.87048 1.34405 0.055